Formula: C29H57Cl3N2O3PRhSi
Source: the Open Molecules 2025 dataset
Level of theory: wB97M-V/def2-TZVPD

Computed properties:
spin multiplicity = 5
<S²> = 6.013
ΔE to the lowest compared entry with this formula, charge and spin = 0.0000 eV
LUMO level (spin up / spin down) = 0.546 / -2.086 eV
gap between HOMO and LUMO (spin up / spin down) = 7.98 / 5.63 eV
electronic energy = -3596.35784 Eh

Positions of all 97 atoms, in Å:
C1 -1.756721 -1.893078 -4.130719
C2 -1.242857 -2.635908 -2.933654
H1 -1.023011 -1.922978 -4.946929
H2 -2.008206 -0.839889 -3.935150
H3 -2.670308 -2.401440 -4.506222
C3 -0.923881 -3.930967 -3.090666
C4 -0.862896 -4.659934 -4.397833
H4 -0.787339 -4.600506 -2.238178
H5 -1.206694 -4.078434 -5.264558
H6 -1.459646 -5.583307 -4.349602
H7 0.162267 -4.990132 -4.607737
Rh1 -0.176342 0.760452 -0.040334
Cl1 -2.508451 0.905415 -0.185722
Cl2 0.849465 2.925383 -1.194943
H8 0.894659 4.696753 2.834341
H9 -2.025001 6.181673 1.658209
C5 0.826474 4.937200 1.762473
C6 -1.308830 5.908331 0.869129
N1 -0.531531 4.739281 1.256658
H10 1.556935 4.347496 1.187989
C7 -1.023024 3.513512 1.089340
O1 -0.334390 2.471730 1.315470
H11 -1.857063 5.692953 -0.059232
H12 -2.057948 3.468014 0.709140
H13 1.044590 6.001761 1.643394
H14 -0.614258 6.739429 0.718563
H15 1.411802 -0.777818 -3.567423
H16 2.254683 -3.031024 -2.386057
C8 2.232945 -0.226894 -3.090848
C9 3.135712 -2.376970 -2.301076
N2 2.746391 -1.015644 -1.993576
H17 1.866364 0.730538 -2.709921
C10 2.961092 -0.494627 -0.771185
O2 2.350522 0.479001 -0.270169
H18 3.782932 -2.747567 -1.501170
H19 3.742531 -1.048534 -0.208393
H20 3.023375 -0.063322 -3.840137
H21 3.666161 -2.395040 -3.260386
O3 -0.198834 -1.014714 -1.481611
C11 -1.241131 -1.905099 -1.576440
C12 -0.129556 -3.736728 -0.223136
C13 -1.177611 -2.829131 -0.357672
H22 0.685518 -3.705129 -0.953630
C14 -0.180535 -4.723768 0.769373
H23 -2.231610 -1.412652 -1.542225
C15 -2.174183 -2.762925 0.618376
H24 0.587561 -5.502561 0.792275
C16 -1.207063 -4.698949 1.708166
C17 -2.207296 -3.724351 1.632518
H25 -2.910408 -1.960046 0.549735
H26 -1.227442 -5.436056 2.515196
H27 -3.016657 -3.702733 2.368072
Si1 -0.285660 3.065202 -3.218080
Cl3 -0.649724 0.986208 -2.945550
C18 1.395064 3.864799 -3.756484
C19 -1.777292 3.779808 -2.356440
C20 -0.988744 3.406255 -5.026804
H28 2.263202 3.204816 -3.583099
H29 1.561862 4.788657 -3.181382
H30 1.400866 4.150176 -4.822882
H31 -0.296002 3.018905 -5.786624
H32 -1.121552 4.486360 -5.199220
H33 -1.964292 2.908369 -5.140783
H34 -2.230723 3.028451 -1.696416
H35 -2.535760 4.069248 -3.096313
H36 -1.509088 4.658440 -1.767687
C21 1.867832 -2.174306 1.543605
C22 0.671954 -1.860678 2.428183
C23 0.973363 -2.414216 3.826789
P1 0.112183 -0.079114 2.225360
C24 -1.604942 -0.079996 2.986186
C25 -1.993979 -1.239357 3.898930
C26 -1.986553 1.233044 3.663643
C27 1.234437 0.899984 3.359018
C28 1.159376 0.611163 4.857164
C29 2.685184 0.847138 2.893435
H37 2.754189 -1.620120 1.866694
H38 1.639710 -1.920444 0.508426
H39 2.107401 -3.242078 1.576106
H40 -0.194307 -2.390156 2.014777
H41 1.990025 -2.145420 4.147271
H42 0.262041 -2.110110 4.601683
H43 0.935288 -3.515594 3.773399
H44 -2.201224 -0.151480 2.057955
H45 -1.461653 -1.211628 4.858657
H46 -3.063350 -1.136732 4.132489
H47 -1.865095 -2.221771 3.437634
H48 -1.658820 2.099537 3.087114
H49 -3.082489 1.265172 3.729320
H50 -1.587935 1.305931 4.680699
H51 0.867734 1.926523 3.197299
H52 1.767680 -0.255317 5.143254
H53 1.578516 1.477835 5.386140
H54 0.143863 0.471947 5.239554
H55 2.774838 0.955756 1.807138
H56 3.233758 1.672184 3.364948
H57 3.177574 -0.083487 3.202990

Forces on atoms 1 to 6 (eV/Å):
C -0.4 0.5 -0.5
C 0.3 -1.1 0.4
H -0.2 0.2 0.1
H 0.1 -0.5 0.0
H 0.4 0.3 0.2
C -0.3 0.0 0.3

Mulliken population analysis, charges in e, atoms 1 to 4: C -2.406; C 0.834; H 0.412; H 0.252